Density functional theory data (the ωB97M-V functional and the def2-TZVPD basis) for C37H36BrInN4OP2 as an isolated structure at a distorted geometry.

Geometry as XYZ:
```
82
Properties=species:S:1:pos:R:3:mulliken_charge:R:1
In 0.051 -0.054 0.251 1.648
Br 1.503 5.559 -1.330 -0.106
P 2.509 -0.315 1.041 1.108
P -2.539 0.245 0.318 0.926
O -0.025 -1.652 -1.347 -0.516
N -0.235 0.211 2.279 0.338
N 0.131 1.658 -1.250 0.246
N 0.017 -3.954 -1.243 -0.218
N 1.886 -2.870 -1.890 -0.328
C 2.245 0.399 2.739 -1.009
C -5.603 -2.029 -2.156 -0.498
C -2.240 2.961 0.606 -0.800
C -4.272 -2.006 -2.520 -0.920
C 0.177 1.280 4.157 -1.055
C 3.899 0.502 0.230 -0.024
C -6.026 -1.348 -0.984 -0.726
C -2.398 4.298 0.383 -0.681
C -1.215 1.199 4.020 -0.907
C 6.040 1.620 -1.188 -0.648
C 0.598 -2.785 -1.458 0.506
C -3.754 -0.761 -0.527 0.558
C -3.354 -1.435 -1.693 -0.120
C 2.235 -2.852 2.073 -0.227
C -0.369 3.909 -2.801 -0.184
C 5.141 0.707 0.877 -0.206
C -2.676 0.238 2.092 -0.922
C -4.114 2.372 -0.857 -0.620
C 3.737 0.860 -1.109 -0.237
C 0.737 2.825 -0.997 0.017
C 3.738 -4.692 2.022 -0.523
C 4.576 -3.916 1.152 -0.778
C 4.282 -2.557 0.839 -0.572
C 0.791 0.687 3.073 -0.056
C 0.535 3.939 -1.758 -0.698
C 3.070 -2.021 1.347 0.128
C 2.555 -4.117 2.514 -0.935
C -4.309 3.773 -1.017 -0.670
C -1.085 2.722 -3.009 -0.993
C 6.192 1.198 0.146 -0.790
C -1.369 -4.085 -0.678 -0.746
C 4.830 1.419 -1.800 -0.915
C -3.500 4.737 -0.469 -0.978
C -5.084 -0.639 -0.167 -0.673
C -3.039 2.021 -0.055 0.973
C -1.409 0.548 2.814 0.004
C -0.792 1.614 -2.210 0.260
H -7.030 -1.581 -0.558 0.372
H -1.548 2.635 1.385 0.009
H 2.958 1.290 2.708 0.487
H -1.919 2.684 -3.708 0.527
H -1.994 1.722 4.601 0.450
H -3.920 -2.532 -3.418 0.443
H 2.462 -1.989 -1.930 0.121
H -1.428 0.706 -2.408 0.194
H 5.197 0.377 1.915 0.466
H -5.480 -0.076 0.654 0.503
H -1.839 5.019 0.884 0.646
H 2.417 -3.700 -1.876 0.226
H -2.105 -4.106 -1.527 0.265
H -3.054 -0.760 2.275 0.629
H -5.115 4.021 -1.632 0.504
H 6.827 2.077 -1.737 0.488
H 4.661 1.651 -2.852 0.423
H 1.258 -2.466 2.340 0.443
H 4.041 -5.698 2.240 0.466
H 2.644 -0.295 3.472 0.652
H 0.451 -4.858 -1.395 0.254
H -6.293 -2.563 -2.833 0.403
H 1.916 -4.648 3.233 0.459
H 5.484 -4.296 0.752 0.498
H -2.268 -1.458 -1.862 0.312
H -3.438 0.919 2.381 0.601
H -3.596 5.759 -0.610 0.561
H 0.706 1.820 4.944 0.496
H -4.737 1.626 -1.323 0.504
H -1.407 -5.038 -0.164 0.429
H -0.614 4.822 -3.336 0.485
H 1.409 2.907 -0.151 0.576
H 2.862 0.676 -1.702 0.549
H -1.585 -3.341 0.024 0.190
H 4.873 -1.965 0.161 0.435
H 7.138 1.248 0.592 0.502
```

highest occupied orbital energy = -0.463 hartree
E_tot = -5172.195285 a.u.
molar mass = 809.39 g mol⁻¹
gap between HOMO and LUMO = 7.43 eV
charge = +2
ΔE to the lowest compared entry with this formula, charge and spin = 16.5 kJ/mol